This record from the OMol25 dataset describes a cluster of 2 separate species, C6H9N3O4 in total at a distorted geometry. The level of theory is the ωB97M-V functional and the def2-TZVPD basis.

Each line ends with the Mulliken charge.
Element x y z (Å)
H -1.537 -0.261 1.140  0.430
H 0.396 0.298 2.609  0.358
O -0.407 -2.192 1.620  -0.561
C 1.435 2.775 0.711  -0.500
H 0.987 1.700 -1.247  0.349
C 0.273 -0.879 -1.546  -0.974
C 1.047 1.820 -0.152  -0.236
N 1.226 2.302 2.019  -0.724
H -3.029 -1.827 0.353  0.351
H -1.615 0.365 -0.676  0.346
H 1.382 -0.846 -1.631  0.423
H -1.045 0.023 -2.842  0.319
O 1.447 -2.370 0.551  -0.607
O -2.416 -1.561 -0.366  -0.518
N 0.381 -1.855 0.755  1.098
O -0.221 0.100 -2.444  -0.521
C -0.147 -0.860 -0.178  0.654
H 1.747 3.786 0.515  0.397
H 0.065 -1.863 -1.877  0.536
C -1.542 -0.498 0.071  -0.684
C 0.768 1.082 1.953  0.077
N 0.806 0.759 0.661  -0.011

Atoms 1-6, force components in eV/Å:
H -1.074 0.287 -0.433
H 0.464 0.813 0.720
O 0.300 0.147 0.571
C -0.654 0.237 1.588
H 0.188 0.353 0.921
C 2.163 -0.195 -2.430

Calculated values
ΔE to the lowest compared entry with this formula, charge and spin	442.6	kJ/mol
HOMO-LUMO gap	7.57	eV
total energy	-19021.467	eV
charge	0